Entry 1:
ORCA calculation (wB97M-V/def2-TZVPD) on a molecular structure, C11H9F5N2ORuS2.

Summary:
Net charge: +2
ΔE to the lowest compared entry with this formula, charge and spin: 0.6143 eV
HOMO energy (spin up / spin down): -15.49 / -15.37 eV
E: -1999.25187 hartree
HOMO-LUMO gap (spin up / spin down): 5.125 / 4.799 eV

Cartesian coordinates (Å):
Ru1 1.259 0.273 0.838
S1 0.991 2.542 0.880
C1 -0.043 2.221 -0.409
N1 -0.121 0.878 -0.654
C2 -0.755 0.630 -1.802
C3 -0.965 -0.645 -2.389
C4 -1.670 -0.695 -3.550
C5 -2.188 0.491 -4.150
C6 -2.002 1.747 -3.599
C7 -1.272 1.818 -2.427
S2 -0.864 3.235 -1.515
H1 -0.558 -1.539 -1.936
H2 -1.840 -1.646 -4.034
H3 -2.745 0.406 -5.075
H4 -2.405 2.631 -4.074
F1 3.146 -1.416 2.180
C8 3.150 -0.309 1.441
F2 3.872 0.636 2.032
C9 3.632 -0.583 0.006
F3 4.891 -0.661 -0.258
F4 3.084 0.518 -0.670
F5 2.974 -1.645 -0.467
C10 -0.749 -1.146 4.337
C11 -0.736 -0.756 2.901
N2 -1.790 -0.978 2.143
O1 0.312 -0.202 2.456
H5 -1.693 -1.594 4.636
H6 -0.553 -0.259 4.940
H7 0.066 -1.849 4.513
H8 -2.618 -1.405 2.530
H9 -1.811 -0.696 1.176



Entry 2:
ORCA calculation (wB97M-V/def2-TZVPD) on 2 unconnected molecules or ions with the total composition C11H9F8INO3.

Summary:
Net charge: +1
HOMO energy: -13.90 eV
E: -1801.43243 hartree
HOMO-LUMO gap: 9.026 eV

Cartesian coordinates (Å):
O1 -1.242 5.322 -3.248
C1 -1.966 4.500 -2.811
O2 -3.190 4.266 -3.292
C2 -1.540 3.609 -1.674
C3 -0.956 2.380 -1.940
C4 -0.580 1.595 -0.874
N1 -0.768 2.035 0.388
C5 -1.327 3.226 0.668
I1 -1.596 3.801 2.637
C6 -1.736 4.045 -0.375
H1 -3.688 3.678 -2.711
H2 -0.799 2.056 -2.953
H3 -0.147 0.623 -1.012
H4 -0.504 1.430 1.163
H5 -2.195 4.997 -0.174
C7 1.939 -1.482 1.321
C8 0.442 -1.418 1.666
C9 -0.130 -2.466 2.623
F1 -0.025 -3.693 2.097
F2 -1.441 -2.183 2.808
F3 -0.294 -1.369 0.531
F4 0.243 -0.204 2.302
O3 2.289 -2.059 0.086
C10 2.523 -3.416 -0.039
C11 1.543 -4.058 -1.025
F5 0.274 -3.879 -0.596
F6 1.799 -5.376 -1.089
F7 2.511 -4.035 1.151
F8 3.752 -3.560 -0.564
H6 2.247 -0.441 1.217
H7 2.521 -1.888 2.148
H8 0.382 -2.428 3.589
H9 1.656 -3.609 -2.014



Entry 3:
ORCA calculation (wB97M-V/def2-TZVPD) on 2 unconnected molecules or ions with the total composition C11H9N6O6S2.

Summary:
Net charge: -1
HOMO energy: -3.42 eV
E: -2000.54851 hartree
HOMO-LUMO gap: 3.648 eV

Cartesian coordinates (Å):
C1 2.904 0.859 -2.444
C2 1.594 1.608 -2.727
C3 1.396 2.593 -1.554
N1 2.355 2.138 -0.559
C4 2.345 2.527 0.769
S1 0.986 2.231 1.750
S2 3.745 3.212 1.413
C5 3.512 1.520 -1.182
H1 2.690 -0.200 -2.249
H2 3.584 0.930 -3.295
H3 1.671 2.155 -3.665
H4 0.739 0.930 -2.808
H5 1.649 3.615 -1.915
H6 0.378 2.621 -1.152
H7 4.002 0.799 -0.514
H8 4.271 2.271 -1.480
O1 -6.247 -1.175 4.911
N2 -5.308 -1.281 4.145
C6 -4.040 -0.737 4.006
C7 -3.486 -1.253 2.819
N3 -4.343 -2.133 2.222
O2 -5.446 -2.121 3.005
C8 -2.089 -1.060 2.496
N4 -1.484 -1.872 1.416
O3 -0.424 -2.465 1.705
O4 -2.005 -1.887 0.294
C9 -1.280 -0.330 3.386
C10 -1.840 0.122 4.583
N5 -1.160 0.310 5.794
O5 0.022 0.432 6.060
O6 -2.112 0.210 6.807
N6 -3.382 0.023 6.300
C11 -3.209 -0.044 4.944
H9 -0.246 -0.074 3.174



These records have largest force on an atom values of 2.2, 0.9, 3.2 eV Å⁻¹, in the order they appear.